Record 1
Formula: C8H16N3O
Source: OMol25
Level of theory: ωB97M-V/def2-TZVPD

Structure (ORCA input):
```
! wB97M-V def2-TZVPD RIJCOSX def2/J DEFGRID3
* xyz 1 1
C -3.7847 0.0803 0.7981
C -2.2540 0.2836 0.7514
C -1.8186 -0.3127 -0.5775
C -0.4092 -0.0448 -1.0850
N 0.7460 -0.3845 -0.1066
C 1.9712 0.0974 -0.6828
N 2.2970 1.3056 -0.3084
C 3.4621 1.8135 -0.3512
C 4.5631 1.0200 -0.0404
N 4.4952 -0.1537 0.5213
C 3.7877 -1.1762 0.1742
O 3.2957 -2.0540 0.9864
H -4.0640 0.6734 -0.1455
H -3.9682 0.5725 1.7003
H -4.0822 -0.9332 0.8153
H -1.9135 1.3349 0.7135
H -1.8409 -0.2314 1.6021
H -1.8525 -1.4070 -0.5335
H -2.5018 -0.0453 -1.5196
H -0.1523 -0.4322 -2.1331
H -0.1492 1.1399 -1.1318
H 0.5162 -1.3267 0.3024
H 0.4700 0.3352 0.5663
H 2.3974 -0.4553 -1.4607
H 3.5384 2.8455 -0.3583
H 5.4589 1.5569 0.0857
H 3.5731 -1.4498 -0.8721
H 3.5787 -2.1752 1.9410
*
```

The calculation puts the molecular weight at 170.2 g mol⁻¹. As for the SMILES: CCCC[NH2+]/C=N/C=C\N=C\O. The highest occupied orbital energy is -11.649 eV. The value obtained for the largest force on an atom is 5.74 eV/A. The value obtained for the LUMO energy is -3.5 eV.

=====

Record 2
Formula: C8H16N4O
Source: OMol25
Level of theory: ωB97M-V/def2-TZVPD

Structure (ORCA input):
```
! wB97M-V def2-TZVPD RIJCOSX def2/J DEFGRID3
* xyz 2 1
H -0.2947 2.9566 -1.9690
N -0.5300 2.4298 -1.1117
C -1.3904 2.6523 -0.2993
O -2.0420 3.8453 -0.0047
C -1.6212 1.6919 0.9332
N -3.0711 1.9000 1.3143
C -1.4640 0.1965 0.6608
C -0.1204 -0.4152 0.1549
C 1.1638 -0.4634 0.5919
C 1.8976 -1.5641 -0.1792
C 3.3194 -2.0716 -0.0113
N 3.3828 -3.2544 -0.8427
N 1.1014 -2.0272 -1.1025
C -0.1867 -1.4393 -1.1505
H -1.6647 4.6176 -0.3398
H -1.2038 2.1451 1.8493
H -3.2543 2.9316 1.4635
H -3.3783 1.3340 2.1840
H -3.6806 1.4318 0.5716
H -2.2441 -0.1953 -0.0432
H -1.5938 -0.2487 1.5632
H 1.7220 -0.0003 1.3875
H 3.4629 -2.1590 1.1544
H 3.9043 -1.2132 -0.1794
H 3.5028 -4.0631 -0.2700
H 4.1254 -3.2760 -1.5254
H 1.5056 -2.8683 -1.5970
H -1.1050 -2.1192 -1.2876
H -0.2430 -0.7544 -1.9153
*
```

The calculation puts the molecular weight at 184.2 g mol⁻¹. As for the SMILES: [H]/N=C(\O)[C@@H]([NH3+])CC1=CC(CN)=[NH+]C1. The highest occupied orbital energy is -16.680 eV. The value obtained for the largest force on an atom is 4.16 eV/A. The value obtained for the LUMO energy is -6.7 eV.

=====

Record 3
Formula: C8H16N4O
Source: OMol25
Level of theory: ωB97M-V/def2-TZVPD

Structure (ORCA input):
```
! wB97M-V def2-TZVPD RIJCOSX def2/J DEFGRID3
* xyz 2 1
C 0.1953 1.7485 -0.9942
C -1.8571 1.2081 0.0908
C 1.9282 -1.8886 -0.2838
C 2.0385 -1.1020 0.9373
C 0.8264 -1.2737 -1.0093
C 0.6743 -0.8816 1.7194
C -0.5792 -1.4101 -0.3650
C -0.3404 -0.5679 0.7706
N -1.1565 0.4988 0.9481
N -1.2123 1.7205 -0.9567
N 0.7831 2.2991 -1.9910
N -3.0766 1.5399 0.3810
O -0.9231 1.1690 2.1141
H 2.8855 -1.8989 -0.7883
H 1.7501 -2.9011 -0.0036
H 2.8134 -1.5127 1.6564
H 2.5716 -0.1010 0.5773
H 1.1099 -0.1960 -1.2411
H 0.7735 -1.5925 -2.0784
H 0.5692 -1.9165 2.0859
H 0.7182 -0.1877 2.5612
H -1.3818 -1.1266 -0.9508
H -0.6587 -2.4896 -0.1488
H -1.7621 2.2710 -1.6039
H 1.6644 1.8561 -2.4058
H 0.4285 2.9273 -2.6896
H -3.6003 1.0591 1.1480
H -3.6995 1.8939 -0.3563
H -1.4825 0.8551 2.8762
*
```

The calculation puts the molecular weight at 184.2 g mol⁻¹. The highest occupied orbital energy is -16.278 eV. The value obtained for the largest force on an atom is 6.15 eV/A. The value obtained for the LUMO energy is -9.0 eV.

=====

Record 4
Formula: C8H16NO2Se
Source: OMol25
Level of theory: ωB97M-V/def2-TZVPD

Structure (ORCA input):
```
! wB97M-V def2-TZVPD RIJCOSX def2/J DEFGRID3
* xyz 1 3
C -1.5875 2.0557 -0.8160
C -1.6634 -0.4467 -1.2767
C -0.7764 0.7212 -0.9667
C -1.0208 -0.1245 1.3180
C 2.7429 0.2451 -0.5466
C -0.5452 -3.4389 1.4966
C 1.9754 1.5549 -0.2291
C 0.8113 1.3938 0.7652
N -0.1314 0.3815 0.2367
O -1.8075 2.6311 0.2172
O -1.2743 -3.0379 0.5001
Se -2.4342 -0.8765 0.3590
H -1.8932 2.3168 -1.8203
H -2.4098 -0.0896 -1.8240
H -1.1753 -1.3487 -1.7867
H 0.0888 0.9587 -1.6492
H -1.2840 0.6721 1.9548
H 3.1850 -0.1953 0.3567
H 2.1633 -0.6165 -1.0998
H 3.5774 0.5218 -1.2661
H -0.9867 -4.2667 2.1525
H 0.3422 -2.8661 1.7229
H 1.6487 2.0025 -1.1732
H 2.6220 2.3424 0.2249
H 0.9583 1.0297 1.8525
H 0.4690 2.4484 0.8746
H 0.4735 -0.4254 0.2283
H -2.0681 -3.5429 0.1941
*
```

The calculation puts the molecular weight at 237.2 g mol⁻¹. The highest occupied orbital energy (alpha / beta) is -10.038 / -12.798 eV. As for the expectation value of S²: 2.0094. The value obtained for the largest force on an atom is 4.66 eV/A. The value obtained for the LUMO energy (alpha / beta) is -3.3 / -4.9 eV.

=====

Record 5
Formula: C8H16NO3
Source: OMol25
Level of theory: ωB97M-V/def2-TZVPD

Structure (ORCA input):
```
! wB97M-V def2-TZVPD RIJCOSX def2/J DEFGRID3
* xyz 1 1
C 0.2042 1.1727 0.1854
C -1.5896 -0.3498 -0.1882
C 0.8148 0.1195 1.1966
C -0.7181 -1.3796 -0.8953
C 1.3274 -2.1499 0.3480
C -2.1345 3.3455 -0.4050
C 3.4038 -2.9540 0.8487
C -1.8026 1.9965 -1.0104
N -1.1909 1.0437 -0.0227
O 1.7293 -0.9647 0.6644
O 0.0348 -2.4435 -0.1228
O 2.0757 -3.1278 0.2738
H 0.5680 2.1633 0.5902
H 0.8115 1.0993 -0.8016
H -2.6238 -0.2667 -0.6483
H -1.8924 -0.6098 0.8586
H 1.5020 0.8926 1.6652
H 0.0297 -0.3188 1.8153
H -1.3667 -1.9977 -1.5332
H 0.0616 -0.9206 -1.5542
H -1.2145 3.8570 -0.4785
H -2.7535 3.7345 -1.0944
H -2.4167 3.3239 0.7353
H 3.7904 -1.9696 0.5914
H 3.8196 -3.7360 0.1664
H 3.3828 -3.2683 1.9329
H -1.1013 2.1336 -1.7389
H -2.7511 1.5746 -1.3785
*
```

The calculation puts the molecular weight at 174.2 g mol⁻¹. The highest occupied orbital energy is -12.053 eV. The value obtained for the largest force on an atom is 6.43 eV/A. The value obtained for the LUMO energy is -3.3 eV.

=====

Record 6
Formula: C8H16NO9PSi
Source: OMol25
Level of theory: ωB97M-V/def2-TZVPD

Structure (ORCA input):
```
! wB97M-V def2-TZVPD RIJCOSX def2/J DEFGRID3
* xyz 0 1
C 3.0085 0.1660 -2.6826
P 2.4641 1.9455 -2.5473
O 2.1249 2.4460 -4.1552
Si 0.5481 2.1265 -1.4593
C -0.6717 0.7650 -2.1235
O -0.1506 0.2740 -3.4011
N -1.1865 0.3074 -4.3374
O -1.2058 1.3321 -4.9157
H 2.2154 -0.5834 -2.5254
H 3.3549 0.0300 -3.7293
H 3.8996 -0.0068 -2.0537
H 2.4188 3.3563 -4.1522
H 0.6822 2.0851 -0.0012
H -0.0529 3.4180 -1.8438
H -1.7039 1.1451 -2.2209
H -0.6504 -0.0542 -1.4072
O 0.3751 -0.3668 0.4449
C 0.2787 -1.5469 0.5936
O 0.4867 -2.4552 -0.3825
C 0.5014 -3.7481 0.2270
C -0.2947 -3.5255 1.4844
O -0.0566 -2.1428 1.7604
H 0.0538 -4.4916 -0.4292
H 1.5370 -4.0305 0.4298
H -1.3661 -3.6766 1.3352
H 0.0390 -4.1498 2.3107
O -4.0545 1.7834 4.5914
C -2.9953 1.4975 4.1410
O -2.7817 1.1327 2.8525
C -1.3679 1.0921 2.6440
C -0.8365 0.8792 4.0343
O -1.8374 1.4906 4.8491
H -1.0981 0.2913 1.9673
H -1.0463 2.0443 2.2140
H -0.7638 -0.1795 4.2970
H 0.1327 1.3495 4.1908
*
```

The calculation puts the molecular weight at 329.3 g mol⁻¹. As for the SMILES: CP(O)[SiH2]CON=O.O=C1OCCO1.O=C1OCCO1. The highest occupied orbital energy is -7.969 eV. The value obtained for the largest force on an atom is 1.79 eV/A. The value obtained for the LUMO energy is 0.1 eV.

=====

- The highest molecular weight belongs to which entry?
  C8H16NO9PSi

=====

- The lowest largest force on an atom belongs to which entry?
  C8H16NO9PSi

=====

- The highest largest force on an atom belongs to which entry?
  C8H16NO3